84
Properties=species:S:1:pos:R:3 method="wB97M-V/def2-TZVPD" molar_mass_g_mol=697.186 total_charge=0 homo_energy_ev=-8.09 relative_energy_kcal_mol=294.1 smiles=CCN(CC)CC.CCN(CC)CC.ClCCCl.ClCCCl.ClCCCl.ClCCCl.ClCCCl
C 3.260 -1.821 -2.971
C 2.129 -2.562 -3.660
N 1.833 -3.976 -3.036
C 0.591 -4.549 -3.413
C 0.190 -4.362 -4.743
C 2.895 -4.933 -3.120
C 2.772 -6.264 -2.490
H 4.282 -2.416 -3.010
H 2.992 -1.625 -1.696
H 3.312 -0.795 -3.232
H 2.248 -2.669 -4.682
H 1.172 -1.978 -3.673
H -0.035 -3.805 -2.751
H 0.048 -5.294 -2.987
H 0.551 -3.903 -5.496
H -0.939 -4.013 -4.892
H 0.636 -5.193 -5.186
H 3.728 -4.327 -2.522
H 3.394 -5.249 -4.141
H 2.212 -6.269 -1.443
H 3.858 -6.841 -2.514
H 2.159 -6.891 -3.056
C -1.819 4.542 5.677
C -0.250 4.394 5.695
N 0.153 3.465 4.582
C 1.210 3.898 3.767
C 2.380 4.215 4.385
C 0.229 2.052 5.199
C 0.160 1.007 4.089
H -2.284 5.069 6.631
H -2.388 3.449 5.705
H -2.361 5.039 4.796
H 0.122 3.998 6.580
H 0.213 5.214 5.654
H 0.769 4.590 3.285
H 1.276 3.339 2.806
H 2.495 4.388 5.407
H 2.898 5.108 4.310
H 3.320 3.352 4.323
H -0.684 1.951 5.910
H 1.130 2.254 5.838
H -0.596 1.147 3.181
H -0.517 0.041 4.450
H 1.287 1.036 3.827
Cl -2.395 2.314 -4.264
C -0.748 3.011 -4.120
C 0.276 2.179 -3.442
Cl 0.815 0.922 -4.324
H -0.864 4.019 -3.805
H -0.369 3.045 -5.186
H -0.220 1.723 -2.549
H 1.065 2.664 -3.055
Cl 4.009 -5.377 1.495
C 3.484 -3.859 0.700
C 2.008 -3.778 0.603
Cl 1.201 -3.298 2.087
H 3.882 -4.063 -0.370
H 4.164 -3.043 1.127
H 1.483 -4.683 0.286
H 1.739 -3.097 -0.151
Cl -5.458 0.158 0.170
C -5.138 -0.651 -1.408
C -4.701 0.352 -2.454
Cl -5.794 1.709 -2.610
H -6.135 -1.092 -1.541
H -4.675 -1.274 -0.896
H -4.619 -0.005 -3.458
H -3.864 0.903 -2.307
Cl -1.927 5.306 2.096
C -2.678 3.754 2.066
C -3.639 3.428 0.998
Cl -2.582 3.609 -0.514
H -3.302 3.719 2.870
H -1.921 3.020 2.120
H -4.570 4.058 0.764
H -4.012 2.395 0.988
Cl -1.560 -2.088 -1.317
C -0.326 -0.851 -0.826
C -0.920 0.283 0.045
Cl 0.410 1.371 0.445
H 0.053 -0.508 -1.761
H 0.666 -1.252 -0.319
H -1.236 0.207 1.028
H -1.599 0.941 -0.575